Record 1
This record from OMol25 describes the ion C2H3N2S with charge +1. The level of theory is wB97M-V/def2-TZVPD.

Element x y z (Å)
N  1.874  -0.480  -1.287
C  1.190  -0.445  -0.348
C  0.012  -0.378  0.497
N  -0.899  0.564  -0.083
S  -0.463  1.272  -1.466
H  -0.483  -1.428  0.571
H  0.399  -0.165  1.623
H  -1.630  1.060  0.493

Summary:
Charge ... +1
HOMO level (alpha / beta) ... -15.89 / -15.92 eV
LUMO energy (alpha / beta) ... -8.7 / -8.7 eV
Total energy ... -585.301616 hartree
SMILES string ... N#CC[NH+]=S

Record 2
This record from OMol25 describes the ion C2H3N2S2 with charge +1. The level of theory is wB97M-V/def2-TZVPD.

Element x y z (Å)
C  -0.424  -0.685  -0.072
C  1.298  0.812  0.587
N  0.848  -0.363  0.420
N  -1.071  0.202  -0.801
S  1.895  2.223  0.921
S  -1.229  -2.098  0.311
H  1.412  -1.205  0.761
H  -0.640  1.123  -1.073
H  -2.089  -0.010  -1.055

Summary:
Charge ... +1
HOMO level ... -13.16 eV
LUMO energy ... -6.9 eV
Total energy ... -983.571117 hartree

Record 3
This record from OMol25 describes a cluster of 2 separate species, C2H3N3 in total. The level of theory is wB97M-V/def2-TZVPD.

Element x y z (Å)
N  -0.153  1.096  -0.229
C  1.635  -0.680  -0.124
N  0.958  -1.604  0.067
N  -1.054  -1.125  0.171
C  -0.959  0.128  -0.019
H  -0.591  2.006  -0.314
H  2.331  0.114  -0.299
H  -2.104  0.115  0.075

Summary:
HOMO level ... -9.45 eV
LUMO energy ... -0.6 eV
Total energy ... -242.113728 hartree

Record 4
This record from OMol25 describes a cluster of 2 separate species, C2H3N3 in total. The level of theory is wB97M-V/def2-TZVPD.

Element x y z (Å)
C  -0.280  -0.198  -1.013
C  0.698  0.411  1.030
N  0.538  -0.619  2.048
N  1.663  -0.508  1.533
N  -1.372  0.389  -1.088
H  0.094  -0.877  -1.654
H  0.562  1.386  1.075
H  -1.904  0.017  -1.930

Summary:
HOMO level ... -8.68 eV
LUMO energy ... 0.3 eV
Total energy ... -242.043753 hartree

Record 5
This record from OMol25 describes the molecule C2H3N3. The level of theory is wB97M-V/def2-TZVPD.

Element x y z (Å)
H  -1.941  0.120  -0.977
N  -0.982  0.253  -0.681
C  -0.706  -0.247  0.449
N  0.624  -0.063  0.931
C  1.329  0.540  -0.156
N  1.703  -0.636  -0.103
H  -1.394  -0.742  1.143
H  1.380  1.475  -0.701

Summary:
HOMO level ... -10.07 eV
LUMO energy ... 0.9 eV
Total energy ... -242.144645 hartree
SMILES string ... [H]/N=C/N1C=N1

Record 6
This record from OMol25 describes the molecule C2H3N3O. The level of theory is wB97M-V/def2-TZVPD.

Element x y z (Å)
H  2.457  0.699  -0.393
N  1.970  -0.191  -0.179
C  0.771  -0.032  0.043
N  -0.026  -1.102  0.222
C  -1.222  -0.718  -0.023
O  -1.325  0.618  -0.288
N  -0.068  1.141  0.172
H  -2.143  -1.334  -0.138
H  -0.136  1.258  1.204

Summary:
HOMO level ... -10.24 eV
LUMO energy ... 0.5 eV
Total energy ... -317.431860 hartree
SMILES string ... [H]/N=c1/nco[nH]1

Record 7
This record from OMol25 describes a structure of composition C2H3N3O. The level of theory is wB97M-V/def2-TZVPD.

Element x y z (Å)
O  -1.874  -0.643  0.052
C  -0.638  -0.112  0.062
N  0.503  -0.922  0.290
C  1.465  -0.091  -0.154
N  1.002  1.072  -0.634
N  -0.311  1.069  -0.512
H  -2.476  0.060  -0.234
H  2.518  -0.317  -0.066
H  -0.131  -0.150  1.208

Summary:
HOMO level ... -10.18 eV
LUMO energy ... 0.0 eV
Total energy ... -317.413064 hartree

Record 8
This record from OMol25 describes the molecule C2H3N3O. The level of theory is wB97M-V/def2-TZVPD.

Element x y z (Å)
H  -1.265  1.849  0.704
N  -0.487  1.262  0.435
C  -0.848  0.088  0.128
O  -2.094  -0.409  0.131
N  0.113  -0.858  -0.247
C  1.238  -0.347  -0.234
N  2.327  0.168  -0.192
H  -2.030  -1.333  -0.149
H  3.045  -0.422  -0.571

Summary:
HOMO level ... -9.65 eV
LUMO energy ... 0.6 eV
Total energy ... -317.482840 hartree
SMILES string ... [H]/N=C(\O)N=C=N

Record 9
This record from OMol25 describes the molecule C2H3N3O. The level of theory is wB97M-V/def2-TZVPD.

Element x y z (Å)
O  -1.850  -0.363  0.058
C  -0.512  -0.160  0.104
N  0.390  -0.892  -0.361
C  1.566  -0.825  -0.866
N  0.967  1.693  0.131
N  -0.087  1.213  0.493
H  -2.014  -1.122  -0.529
H  2.307  -1.234  -0.149
H  -0.768  1.690  1.119

Summary:
HOMO level ... -8.22 eV
LUMO energy ... 0.3 eV
Total energy ... -317.326953 hartree

Record 10
This record from OMol25 describes the molecule C2H3N3O. The level of theory is wB97M-V/def2-TZVPD.

Element x y z (Å)
O  -1.672  -0.039  -1.458
C  -0.606  -0.124  -0.659
N  0.095  0.989  -0.324
C  0.890  0.536  0.620
N  0.715  -0.783  0.777
N  -0.260  -1.239  -0.054
H  -1.780  0.909  -1.624
H  1.535  1.146  1.235
H  1.083  -1.395  1.487

Summary:
HOMO level ... -9.41 eV
LUMO energy ... 0.9 eV
Total energy ... -317.518363 hartree
SMILES string ... Oc1nc[nH]n1

Record 11
This record from OMol25 describes the molecule C2H3N3O. The level of theory is wB97M-V/def2-TZVPD.

Element x y z (Å)
H  2.216  0.878  -0.128
N  2.089  -0.209  0.087
C  0.829  -0.012  0.020
N  0.041  1.178  -0.115
C  -1.192  0.804  0.060
N  -1.436  -0.605  -0.029
O  -0.104  -1.028  -0.053
H  -2.124  1.495  0.346
H  -1.939  -1.452  0.120

Summary:
HOMO level ... -9.12 eV
LUMO energy ... 0.7 eV
Total energy ... -317.397588 hartree
SMILES string ... [H]/N=c1\nc[nH]o1

Record 12
This record from OMol25 describes a cluster of 2 separate species, C2H3N3O in total. The level of theory is wB97M-V/def2-TZVPD.

Element x y z (Å)
O  2.350  0.072  0.061
C  1.157  0.132  0.611
N  0.195  0.882  0.468
N  -1.031  1.009  0.215
C  -1.253  -1.485  -0.429
N  -0.144  -1.811  -0.455
H  2.387  0.577  -0.770
H  -1.377  1.829  0.721
H  -2.284  -1.206  -0.422

Summary:
HOMO level (alpha / beta) ... -8.94 / -8.94 eV
LUMO energy (alpha / beta) ... 0.1 / 0.1 eV
Total energy ... -317.365365 hartree

Copy entry 3 word for word.
This record from OMol25 describes a cluster of 2 separate species, C2H3N3 in total. The level of theory is wB97M-V/def2-TZVPD.

Element x y z (Å)
N  -0.153  1.096  -0.229
C  1.635  -0.680  -0.124
N  0.958  -1.604  0.067
N  -1.054  -1.125  0.171
C  -0.959  0.128  -0.019
H  -0.591  2.006  -0.314
H  2.331  0.114  -0.299
H  -2.104  0.115  0.075

Summary:
HOMO level ... -9.45 eV
LUMO energy ... -0.6 eV
Total energy ... -242.113728 hartree